1.
13
Properties=species:S:1:pos:R:3 method="wB97M-V/def2-TZVPD" max_force_ev_per_a=5.56 lumo_energy_ev=0.37 spin_multiplicity=1 de_lowest_ev=3.9774
C -1.571 -0.133 0.126
C -0.416 0.789 -0.403
C 0.863 0.535 0.364
N 1.377 -1.281 -0.002
O 0.989 -1.727 -1.011
O 2.085 -1.703 0.844
Br 2.372 1.677 -0.164
H -1.285 -1.173 -0.151
H -2.477 0.197 -0.432
H -1.729 -0.032 1.223
H -0.506 1.795 -0.303
H -0.467 0.489 -1.480
H 0.764 0.566 1.391


2.
18
Properties=species:S:1:pos:R:3 method="wB97M-V/def2-TZVPD" max_force_ev_per_a=0.58 charge=+1 lumo_energy_ev=-3.43 smiles=CN(C)NC[NH3+] spin_multiplicity=1 de_lowest_ev=2.2145
C -1.656 1.019 0.400
C -1.314 -1.282 -0.257
C 1.473 0.791 -0.152
N 2.098 -0.461 0.460
N 0.312 0.331 -0.818
N -0.686 -0.026 0.121
H -1.134 1.950 0.614
H -2.356 1.180 -0.425
H -2.216 0.728 1.288
H -1.922 -1.200 -1.163
H -0.543 -2.034 -0.419
H -1.953 -1.602 0.565
H 2.179 1.226 -0.862
H 1.297 1.481 0.686
H 2.966 -0.256 0.968
H 2.286 -1.120 -0.305
H -0.003 0.899 -1.600
H 1.412 -0.909 1.098


3.
54
Properties=species:S:1:pos:R:3 method="wB97M-V/def2-TZVPD" max_force_ev_per_a=5.19 lumo_energy_ev=0.21 smiles="NC(N)=O.NC(N)=O.NC(N)=O.CO.CO.CO.CO.CO" spin_multiplicity=1 de_lowest_ev=3.8163
C 5.325 1.739 1.032
O 4.596 2.929 0.603
H 4.821 1.061 1.720
H 5.759 1.141 0.231
H 6.222 2.108 1.528
H 5.277 3.562 0.361
C -3.421 -3.197 -4.886
O -2.087 -3.585 -5.062
H -3.448 -2.594 -3.979
H -3.639 -2.573 -5.752
H -4.175 -3.967 -4.723
H -2.024 -4.125 -5.854
C -0.573 1.364 -0.250
O -0.224 2.500 0.555
H -0.405 0.507 0.401
H -1.597 1.265 -0.612
H 0.155 1.337 -1.061
H 0.729 2.617 0.522
C 3.932 -5.319 -0.230
O 3.843 -3.999 -0.777
H 3.187 -5.999 -0.643
H 4.936 -5.666 -0.475
H 3.852 -5.368 0.856
H 3.158 -3.641 -0.208
C -6.799 0.218 2.068
O -6.799 -1.047 2.554
H -7.782 0.606 2.334
H -6.062 0.730 2.687
H -6.624 0.424 1.012
H -7.254 -1.602 1.917
C 1.134 -1.680 5.093
O 1.433 -2.058 3.951
N 2.037 -1.156 5.830
N 0.016 -1.830 5.731
H 1.688 -0.920 6.748
H 2.888 -0.823 5.399
H -0.584 -2.471 5.233
H 0.045 -1.797 6.740
C 3.535 -0.048 -4.580
O 3.296 0.891 -5.347
N 2.780 -1.102 -4.445
N 4.617 -0.203 -3.899
H 1.836 -1.003 -4.791
H 3.058 -1.866 -3.846
H 5.219 0.603 -3.997
H 4.720 -0.899 -3.175
C -4.398 5.789 0.416
O -5.564 6.175 0.334
N -3.618 5.748 1.462
N -3.688 5.325 -0.600
H -3.829 6.174 2.353
H -2.811 5.146 1.390
H -3.929 5.526 -1.560
H -2.760 5.053 -0.308


4.
9
Properties=species:S:1:pos:R:3 method="wB97M-V/def2-TZVPD" max_force_ev_per_a=1.75 s2=0.77 charge=+1 lumo_energy_ev="-6.69 / -9.42" spin_multiplicity=2 de_lowest_ev=0.3519
C 0.979 -1.232 -0.531
C -0.232 -0.546 -0.117
C 0.706 -0.480 0.840
H 1.169 -2.314 -0.398
H 1.508 -0.811 -1.406
H 0.960 -0.221 1.868
O -1.947 1.011 0.003
C -1.387 0.215 -0.695
H -1.594 0.050 -1.768


5.
18
Properties=species:S:1:pos:R:3 method="wB97M-V/def2-TZVPD" max_force_ev_per_a=2.16 lumo_energy_ev=1.07 smiles="C/C=C(N)/C=C/C" spin_multiplicity=1 de_lowest_ev=1.5932
C -1.229 -1.997 1.994
N 1.237 -0.851 0.883
C -0.055 -0.384 0.462
C -1.183 -0.969 0.889
C 0.732 1.925 -2.525
C 0.814 1.304 -1.184
C -0.175 0.776 -0.431
H -2.222 -1.991 2.451
H -0.927 -2.981 1.640
H -0.571 -1.708 2.829
H 1.913 -0.135 0.652
H 1.230 -0.852 1.903
H -2.143 -0.779 0.425
H -0.078 2.676 -2.500
H 1.668 2.426 -2.754
H 0.369 1.291 -3.339
H 1.830 1.161 -0.818
H -1.209 1.090 -0.577


6.
71
Properties=species:S:1:pos:R:3 method="wB97M-V/def2-TZVPD" max_force_ev_per_a=2.89 s2=2.03 charge=-1 lumo_energy_ev="1.87 / 1.81" spin_multiplicity=3 de_lowest_ev=1.5222
Ti -0.258 -0.523 0.112
N -1.884 -4.512 1.543
C -1.542 -3.393 0.821
S -2.442 -1.941 1.043
N -0.538 -3.490 -0.001
N -0.236 -2.328 -0.614
C 0.217 -2.338 -1.871
C 0.713 -3.571 -2.485
C 0.368 -3.956 -3.781
C 0.776 -5.177 -4.282
C 1.536 -6.037 -3.507
C 1.896 -5.659 -2.223
C 1.499 -4.438 -1.719
C 0.016 -1.100 -2.545
C 0.527 -0.759 -3.814
C 0.139 0.411 -4.413
C -0.773 1.248 -3.746
C -1.181 0.899 -2.478
N -0.789 -0.213 -1.855
H -2.827 -4.521 1.898
H -1.554 -5.380 1.145
H -0.243 -3.306 -4.390
H 0.491 -5.467 -5.283
H 1.848 -6.993 -3.904
H 2.493 -6.323 -1.612
H 1.809 -4.127 -0.733
H 1.241 -1.421 -4.283
H 0.527 0.691 -5.383
H -1.111 2.163 -4.205
H -1.860 1.529 -1.912
S 2.788 -1.228 -0.537
C 2.330 0.276 -1.053
N 1.275 0.934 -0.616
C 1.167 2.190 -1.143
C 0.190 3.135 -0.833
C 0.192 4.352 -1.484
C 1.153 4.650 -2.443
C 2.150 3.739 -2.745
C 2.163 2.527 -2.083
S 3.292 1.210 -2.253
H -0.546 2.885 -0.084
H -0.578 5.075 -1.250
H 1.119 5.592 -2.969
H 2.895 3.967 -3.492
C -2.920 3.935 1.949
C -2.124 2.834 2.662
C -2.950 2.237 3.807
C -0.825 3.427 3.226
C -1.772 1.767 1.719
C -1.428 0.920 0.922
H -3.191 4.728 2.647
H -3.832 3.528 1.516
H -2.325 4.371 1.149
H -3.109 2.979 4.591
H -2.432 1.380 4.235
H -3.919 1.894 3.445
H -1.048 4.263 3.890
H -0.187 3.780 2.417
H -0.279 2.670 3.783
N 2.060 0.208 7.048
C 1.739 0.005 5.955
C 1.373 -0.208 4.632
C 0.602 -1.321 4.218
C 0.276 -1.475 2.899
N 0.614 -0.600 1.909
C 1.384 0.451 2.315
C 1.774 0.675 3.601
H 0.276 -2.053 4.944
H -0.298 -2.345 2.599
H 1.700 1.149 1.548
H 2.390 1.530 3.840


7.
17
Properties=species:S:1:pos:R:3 method="wB97M-V/def2-TZVPD" max_force_ev_per_a=3.14 lumo_energy_ev=0.78 smiles="[H]/N=c1/[nH]c2c(s1)CCC2" spin_multiplicity=1 de_lowest_ev=0.2594
N -1.628 2.443 -2.210
S 0.111 2.363 -0.029
C -0.953 1.795 -1.316
C 0.363 0.636 0.354
C -0.315 -0.215 -0.389
N -1.107 0.427 -1.328
C 1.197 -0.002 1.389
C -0.097 -1.641 0.025
C 0.795 -1.495 1.315
H -1.489 3.438 -2.188
H -1.510 0.005 -2.149
H 2.257 0.135 1.098
H 1.064 0.422 2.383
H 0.511 -2.168 -0.730
H -1.046 -2.204 0.211
H 1.665 -2.187 1.354
H 0.181 -1.754 2.210


8.
16
Properties=species:S:1:pos:R:3 method="wB97M-V/def2-TZVPD" max_force_ev_per_a=4.18 s2=0.76 lumo_energy_ev="-0.25 / -0.65" spin_multiplicity=2 de_lowest_ev=0.7768
C -1.767 -0.164 -2.048
O -0.932 0.325 -1.018
C 0.409 0.640 -1.370
C 1.054 1.028 -0.031
O 2.183 1.485 -0.023
H -2.744 -0.350 -1.588
H -1.860 0.590 -2.842
H -1.356 -1.099 -2.456
H 0.434 1.469 -2.096
H 0.911 -0.247 -1.792
O 0.257 -0.530 1.732
C 0.960 -0.894 2.877
Ag -1.081 0.758 1.065
H 2.036 -0.907 2.623
H 0.908 -0.223 3.752
H 0.589 -1.878 3.216


9.
11
Properties=species:S:1:pos:R:3 method="wB97M-V/def2-TZVPD" max_force_ev_per_a=0.57 lumo_energy_ev=0.91 spin_multiplicity=1 de_lowest_ev=5.7591
N -0.251 -1.028 1.159
C -1.172 -1.738 0.631
O -0.160 0.165 -1.345
C -0.145 1.362 -0.548
C 0.889 0.336 -0.444
O 1.022 -0.569 0.603
H -0.221 -0.768 2.137
H -0.957 -1.943 -0.425
H -0.914 1.420 0.221
H 0.029 2.274 -1.117
H 1.880 0.487 -0.873


10.
48
Properties=species:S:1:pos:R:3 method="wB97M-V/def2-TZVPD" max_force_ev_per_a=18.22 charge=+2 lumo_energy_ev="-9.87 / -9.87" spin_multiplicity=1 de_lowest_ev=5.0194
W -0.951 -0.702 -0.982
O -0.901 1.594 -4.083
C -1.175 1.072 -2.916
O -1.179 -0.280 -2.944
C -1.777 1.727 -1.854
O -1.882 0.932 -0.645
C -3.110 0.483 -0.110
C -3.358 -1.095 -0.162
O -4.401 -1.579 0.263
O -2.633 -1.839 -1.154
H -0.464 1.170 -4.834
H -2.783 1.928 -2.088
H -1.237 2.599 -1.510
H -3.961 0.905 -0.640
H -3.267 0.772 0.990
O 0.012 -1.203 -2.587
C 0.987 -0.504 -2.824
C 1.562 0.680 -2.075
C 2.716 1.221 -2.685
C 3.365 2.317 -2.117
C 2.884 2.887 -0.947
C 1.743 2.341 -0.356
C 1.032 1.231 -0.875
O 0.002 0.815 -0.252
N 4.560 2.870 -2.758
O 4.959 2.332 -3.803
O 5.113 3.845 -2.226
H 1.566 -0.753 -3.730
H 3.099 0.780 -3.602
H 3.363 3.740 -0.476
H 1.371 2.796 0.565
O -2.132 -1.336 0.462
C -2.279 -1.716 1.620
C -1.099 -1.793 2.493
C -1.207 -2.217 3.818
C -0.042 -2.263 4.583
C 1.190 -1.895 4.034
C 1.249 -1.476 2.699
C 0.109 -1.409 1.881
O 0.122 -1.034 0.663
N -0.111 -2.702 5.978
O -1.222 -3.021 6.432
O 0.941 -2.734 6.636
H -3.256 -2.001 2.036
H -2.173 -2.497 4.223
H 2.109 -1.924 4.612
H 2.209 -1.189 2.270
H 0.341 -1.876 -1.020


11.
127
Properties=species:S:1:pos:R:3 method="wB97M-V/def2-TZVPD" max_force_ev_per_a=3.34 charge=-2 lumo_energy_ev=3.69 spin_multiplicity=1 de_lowest_ev=0.4107
Cs 8.431 -17.398 12.364
C 4.677 -18.094 10.337
O 6.029 -18.327 10.609
C 6.531 -19.579 10.201
C 7.347 -19.642 9.056
C 7.810 -18.406 8.343
C 6.822 -17.311 7.984
C 5.828 -17.381 7.059
C 4.909 -16.303 6.851
C 4.954 -15.267 7.758
C 5.895 -15.213 8.784
C 5.769 -14.179 9.916
C 4.593 -14.594 10.760
C 3.273 -14.486 10.383
C 2.177 -14.810 11.135
C 2.431 -15.418 12.356
C 3.745 -15.699 12.810
C 3.911 -16.411 14.122
C 3.858 -17.928 13.899
C 2.625 -18.577 13.847
C 2.497 -19.877 13.305
C 3.700 -20.539 12.999
C 4.917 -19.882 13.116
C 6.141 -20.561 12.592
C 6.406 -20.669 11.053
C 6.892 -21.863 10.643
C 7.635 -22.039 9.496
C 7.892 -20.908 8.789
C 8.185 -23.486 9.084
C 7.013 -24.354 8.751
C 9.021 -24.169 10.218
C 9.121 -23.306 7.882
C 5.069 -18.647 13.647
O 6.262 -18.160 13.870
C 1.121 -20.546 13.525
C -0.019 -19.564 13.209
C 0.981 -20.930 14.976
C 1.073 -21.822 12.586
C 4.785 -15.245 12.021
O 6.074 -15.419 12.567
C 6.395 -14.263 13.352
C 0.794 -14.675 10.626
C -0.270 -14.994 11.728
C 0.500 -13.212 10.074
C 0.597 -15.594 9.434
C 6.937 -16.158 8.877
O 7.876 -16.108 9.766
C 3.945 -16.344 5.697
C 2.535 -16.615 6.239
C 3.934 -15.018 4.955
C 4.244 -17.412 4.627
H 4.127 -18.987 10.528
H 4.337 -17.444 11.138
H 4.714 -17.720 9.291
H 8.371 -17.895 9.135
H 8.463 -18.753 7.552
H 5.679 -18.309 6.515
H 4.342 -14.286 7.604
H 6.660 -14.209 10.568
H 5.669 -13.204 9.544
H 2.998 -14.017 9.419
H 1.558 -15.610 12.955
H 4.818 -16.130 14.587
H 3.046 -16.154 14.732
H 1.762 -18.013 14.273
H 3.703 -21.582 12.580
H 7.016 -20.005 13.071
H 6.222 -21.575 13.000
H 6.943 -22.659 11.344
H 8.536 -21.027 7.874
H 6.400 -24.381 9.619
H 6.575 -23.859 7.858
H 7.385 -25.312 8.344
H 8.537 -24.342 11.167
H 9.313 -25.194 9.897
H 9.802 -23.521 10.441
H 8.526 -23.158 7.044
H 9.759 -22.430 8.065
H 9.746 -24.175 7.642
H 0.001 -18.688 13.899
H -0.026 -19.175 12.173
H -0.979 -19.973 13.408
H 1.139 -20.097 15.651
H 0.009 -21.438 15.214
H 1.769 -21.634 15.203
H 1.652 -21.694 11.611
H 1.505 -22.706 13.123
H 0.063 -22.080 12.350
H 7.432 -14.343 13.540
H 6.131 -13.303 12.892
H 5.805 -14.342 14.310
H -0.122 -14.526 12.707
H -1.266 -14.722 11.371
H -0.189 -16.034 11.943
H -0.191 -12.671 10.688
H 1.395 -12.601 10.076
H 0.031 -13.160 9.103
H 0.778 -16.610 9.736
H -0.426 -15.481 9.126
H 1.243 -15.347 8.658
H 2.266 -15.855 7.010
H 1.756 -16.496 5.497
H 2.489 -17.559 6.712
H 3.883 -14.236 5.646
H 4.837 -14.920 4.377
H 3.096 -15.032 4.280
H 3.937 -18.380 4.896
H 3.638 -17.131 3.682
H 5.374 -17.535 4.491
N 11.366 -15.403 16.176
C 12.076 -16.061 15.096
C 11.076 -16.716 14.140
O 11.076 -16.379 12.949
O 10.241 -17.524 14.641
H 11.106 -16.042 16.901
H 10.520 -14.916 15.806
H 12.797 -16.826 15.461
H 12.668 -15.312 14.608
O 8.240 -20.874 20.277
H 7.797 -20.296 19.656
H 8.978 -21.184 19.736
O 7.781 -17.682 15.921
H 7.226 -17.801 15.090
H 8.691 -17.660 15.463
O 7.693 -19.238 17.852
H 7.850 -18.620 17.101
H 6.818 -19.644 17.724


12.
17
Properties=species:S:1:pos:R:3 method="wB97M-V/def2-TZVPD" max_force_ev_per_a=9.32 lumo_energy_ev=-1.06 spin_multiplicity=1
N -1.556 -0.082 1.676
P -1.615 1.122 0.553
O -1.816 0.544 -1.078
P -0.664 -0.712 -1.476
O -0.142 -0.613 -2.998
O -1.584 -2.231 -1.426
Cl -0.358 -3.433 -1.388
O 0.635 -0.897 -0.331
C 1.618 0.199 -0.418
C 2.157 0.440 1.147
O 1.836 1.498 1.897
Cl 3.241 -0.943 1.833
H -2.356 0.085 2.337
H -0.399 1.940 0.575
H -2.766 1.963 0.889
H 2.592 -0.112 -1.028
H 1.173 1.227 -0.770


13.
39
Properties=species:S:1:pos:R:3 method="wB97M-V/def2-TZVPD" max_force_ev_per_a=0.97 lumo_energy_ev=0.57 smiles=COc1cc2ncnc(NCc3ccc(C)o3)c2cc1OC spin_multiplicity=1 de_lowest_ev=2.0228
C 2.239 2.885 -4.635
H 1.180 2.866 -4.911
O 2.593 1.756 -3.874
C 1.970 1.566 -2.686
C 1.016 2.388 -2.147
C 0.432 2.094 -0.899
N -0.500 2.940 -0.404
C -1.008 2.631 0.754
N -0.733 1.565 1.503
C 0.168 0.710 1.047
N 0.474 -0.352 1.836
H 0.977 -1.112 1.407
C -0.353 -0.698 2.968
C -1.552 -1.505 2.573
C -1.732 -2.457 1.614
C -3.093 -2.847 1.693
C -3.646 -2.107 2.694
O -2.712 -1.290 3.230
C -5.024 -2.065 3.250
H -5.437 -1.061 3.163
H -5.018 -2.335 4.305
H -5.658 -2.760 2.708
H -3.587 -3.576 1.084
H -0.999 -2.837 0.931
H -0.698 0.232 3.424
H 0.265 -1.248 3.687
C 0.833 0.932 -0.199
C 1.820 0.097 -0.761
C 2.384 0.396 -1.973
O 3.343 -0.338 -2.601
C 3.816 -1.501 -1.971
H 4.280 -1.276 -1.005
H 3.017 -2.237 -1.829
H 4.567 -1.913 -2.643
H 2.141 -0.781 -0.223
H -1.748 3.308 1.162
H 0.677 3.282 -2.643
H 2.456 3.814 -4.098
H 2.850 2.835 -5.535


14.
8
Properties=species:S:1:pos:R:3 method="wB97M-V/def2-TZVPD" max_force_ev_per_a=3.34 lumo_energy_ev="-1.09 / -1.05" smiles="C=NN=[PH]=S" spin_multiplicity=1 de_lowest_ev=3.8172
C 1.062 -0.694 0.115
N 0.009 -0.134 0.503
N -0.930 0.587 0.521
P -2.404 0.718 -0.152
S -3.786 -0.612 0.049
H 1.132 -0.984 -0.987
H 1.981 -1.053 0.633
H -2.751 1.999 0.677


15.
15
Properties=species:S:1:pos:R:3 method="wB97M-V/def2-TZVPD" max_force_ev_per_a=2.71 lumo_energy_ev=0.95 smiles="CC1(C)NNC1=O" spin_multiplicity=1 de_lowest_ev=2.7764
C 1.070 -0.872 0.673
C 0.007 0.073 0.012
C 0.425 1.373 -0.691
C -1.208 0.387 0.838
N 0.688 -1.895 -0.237
N -0.249 -1.038 -0.936
O 1.949 -0.875 1.498
H 1.330 1.647 -0.289
H -0.176 2.275 -0.695
H 0.634 1.057 -1.650
H -2.053 0.677 0.156
H -1.033 1.280 1.411
H -1.582 -0.403 1.496
H 1.411 -2.399 -0.750
H -1.212 -1.286 -0.836


16.
10
Properties=species:S:1:pos:R:3 method="wB97M-V/def2-TZVPD" max_force_ev_per_a=4.10 lumo_energy_ev="-1.28 / -1.68" spin_multiplicity=1 de_lowest_ev=3.8313
C 0.824 -0.903 -0.075
C -0.084 0.058 -0.231
C -1.558 0.003 0.198
C -0.755 1.199 -0.292
S 2.614 -0.965 -0.096
S 3.475 0.799 0.044
H 0.309 -1.908 -0.043
H -2.379 -0.542 -0.309
H -1.648 0.011 1.366
H -0.796 2.247 -0.563